C3H6N2O2 | wB97M-V/def2-TZVPD

Results
- multiplicity = 1
- energy above the lowest of the compared OMol25 structures with the same formula, charge and spin (kJ/mol) = 481.32
- LUMO level (eV) = 0.0
- DFT total energy (Ha) = -377.7760
- E_HOMO (eV) = -8.30

Bonds (Å) are listed after each position.
Geometry (Å):
1 C 1.12898 2.44103 -0.72190  C3 1.337, H8 1.028, H9 1.024
2 C -1.26497 -2.65082 -0.55984  N4 1.259, H10 1.105, H11 1.101
3 C 0.67246 1.48430 0.09236  C1 1.337, O6 1.369, O7 1.333
4 N -1.09577 -1.92587 0.45514  C2 1.259, N5 1.150
5 N -0.83989 -1.12758 1.24306  N4 1.150
6 O 1.28661 0.26527 0.19088  C3 1.369, H12 0.942
7 O -0.39582 1.58233 0.88283  C3 1.333, H13 0.938
8 H 0.54079 3.28357 -0.68899  C1 1.028
9 H 1.96936 2.17322 -1.24234  C1 1.024
10 H -0.57080 -2.68142 -1.41915  C2 1.105
11 H -1.85805 -3.56574 -0.71342  C2 1.101
12 H 1.07531 -0.19923 0.98288  O6 0.942
13 H -0.64822 0.92094 1.49847  O7 0.938

Population analysis type natural (NBO), resulting atomic charges in e: -0.6270, -0.4358, 0.6171, 0.0745, -0.1192, -0.7071, -0.7106, 0.2186, 0.2201, 0.2416, 0.2410, 0.4793, 0.5074